Entry 1:
Below is the ion C2H3N2O2 with charge -1 at a distorted geometry, with properties calculated with wB97M-V/def2-TZVPD.

Structure (XYZ):
```
9
Properties=species:S:1:pos:R:3:forces:R:3
C 0.445735 0.112987 -0.269113 -2.380 0.338 -0.988
C -0.315557 -0.248434 0.743802 -0.523 -0.903 3.623
N 0.239501 -0.898782 1.982406 -0.071 1.835 -3.926
N -0.626870 -1.283498 2.864476 -0.791 1.057 -1.725
O -0.129929 -1.654222 3.912060 -0.327 -0.955 1.930
O -1.876754 -1.244011 2.639943 0.329 -0.290 0.608
H 0.090363 0.402021 -1.236153 -1.371 0.967 -0.100
H 1.338554 -0.234020 -0.524525 4.409 -1.568 0.368
H -1.381644 0.064496 0.748571 0.724 -0.482 0.209
```
Positions in Å, forces in eV/Å.

Results
HOMO-LUMO gap in Eh: 0.29688
2S+1: 1
LUMO level in eV: 4.4
Charge: -1
SMILES string: C=CN=[N+]([O-])[O-]



Entry 2:
Below is the ion C2H3N2O2S with charge +1 at a distorted geometry, with properties calculated with wB97M-V/def2-TZVPD.

Structure (XYZ):
```
10
Properties=species:S:1:pos:R:3:forces:R:3
C 0.141571 1.427020 0.089925 -1.528 0.816 -1.182
C 0.830184 0.280527 0.034993 -2.505 -2.464 0.033
N -0.308190 -1.013998 0.033627 2.198 6.798 -0.451
N -1.571266 -0.544277 -0.053416 5.095 -1.011 0.468
O -2.456092 -1.288859 -0.080836 -3.460 -1.320 -0.191
O 2.042262 -0.070310 0.261986 1.648 -0.386 0.259
S -1.596036 1.143660 -0.090077 -0.379 0.873 0.146
H 0.238007 2.573105 -0.045256 0.983 -2.237 0.511
H -0.014607 -1.940277 0.163474 -0.413 -1.873 0.194
H 2.694163 -0.566588 -0.314424 -1.639 0.804 0.214
```
Positions in Å, forces in eV/Å.

Results
HOMO-LUMO gap (alpha / beta) in Eh: 0.33760 / 0.33757
2S+1: 1
LUMO level (alpha / beta) in eV: -5.3 / -5.3
Charge: +1



Energy relative to the best compared isomer or geometry (same formula, charge and spin) values, unit kcal/mol, following the record order: 72.6, 33.0.